Below is C10H22GaNO8P as an isolated structure, with properties calculated with ωB97M-V/def2-TZVPD.

Last column: Löwdin charge in e.
Positions of all 43 atoms, in Å:
O (-6.53, 6.65, -1.66)  0.03
C (-6.36, 5.82, -0.83)  -0.59
N (-6.12, 5.11, 0.12)  0.01
Ga (-5.48, 3.34, -0.57)  0.28
C (-3.44, 3.36, -0.38)  -0.37
P (-2.57, 2.02, -1.21)  0.39
O (-1.12, 2.01, -0.80)  -0.37
O (-2.59, 2.19, -2.85)  -0.17
O (-3.19, 0.56, -0.81)  -0.18
H (-6.19, 2.25, 0.37)  -0.11
H (-5.99, 3.15, -2.07)  -0.09
H (-3.21, 3.24, 0.69)  0.03
H (-3.04, 4.34, -0.66)  0.03
H (-3.48, 2.50, -3.09)  0.05
H (-2.90, -0.01, -1.56)  0.02
O (-1.88, -1.16, -2.31)  0.08
C (-0.70, -1.26, -2.50)  -0.49
O (-0.04, -2.27, -1.92)  0.02
C (1.33, -2.58, -2.19)  -0.23
C (2.27, -1.73, -1.36)  -0.07
C (0.05, -0.23, -3.29)  0.02
H (1.54, -2.51, -3.26)  0.11
H (1.45, -3.63, -1.92)  0.12
H (2.16, -0.67, -1.60)  0.08
H (3.30, -2.02, -1.54)  0.08
H (2.05, -1.85, -0.31)  0.07
H (0.26, 0.62, -2.63)  0.09
H (-0.59, 0.11, -4.10)  0.09
H (0.97, -0.59, -3.74)  0.07
O (4.08, -1.28, 0.77)  0.09
C (3.89, -1.39, 1.95)  -0.52
O (4.54, -2.36, 2.64)  0.00
C (4.52, -2.46, 4.06)  -0.24
C (3.29, -3.21, 4.55)  -0.07
C (2.89, -0.52, 2.67)  0.02
H (4.62, -1.48, 4.52)  0.11
H (5.41, -3.02, 4.33)  0.12
H (2.37, -2.68, 4.28)  0.07
H (3.32, -3.33, 5.63)  0.08
H (3.24, -4.19, 4.08)  0.08
H (1.89, -0.94, 2.52)  0.10
H (2.92, 0.47, 2.22)  0.10
H (3.08, -0.40, 3.73)  0.07

Calculated values
maximum force	0.06437	hartree/bohr
DFT total energy	-3317.23771	a.u.
frontier orbital gap	7.5	eV
HOMO	-5.407	eV
net charge	-1



Below is C10H22LiO4 as an isolated structure, with properties calculated with ωB97M-V/def2-TZVPD.

Last column: Löwdin charge in e.
Positions of all 37 atoms, in Å:
Li (0.19, 0.40, -1.40)  0.62
C (-2.70, 1.29, -2.10)  -0.47
O (-1.41, 1.09, -2.46)  -0.44
H (-3.42, 0.57, -2.59)  0.03
H (-2.90, 1.15, -1.00)  0.03
H (-3.06, 2.32, -2.32)  0.04
C (3.12, 1.10, -2.26)  -0.46
O (1.77, 1.22, -2.42)  -0.44
H (3.49, 1.46, -1.26)  0.02
H (3.49, 0.05, -2.38)  0.03
H (3.68, 1.70, -3.01)  0.04
C (-1.46, -3.01, 0.02)  -0.16
C (-0.31, -3.10, 1.04)  -0.15
C (0.77, -2.17, 0.45)  -0.18
O (0.19, -1.54, -0.69)  -0.20
C (-0.79, -2.42, -1.21)  -0.19
H (-2.23, -2.30, 0.36)  0.11
H (-1.95, -3.96, -0.17)  0.11
H (0.05, -4.13, 1.11)  0.10
H (-0.64, -2.78, 2.03)  0.10
H (1.62, -2.76, 0.08)  0.12
H (1.17, -1.41, 1.11)  0.12
H (-0.32, -3.18, -1.85)  0.13
H (-1.46, -1.84, -1.84)  0.12
C (-0.33, 1.52, 2.68)  -0.14
C (1.13, 1.96, 2.36)  -0.15
C (1.16, 2.09, 0.84)  -0.18
O (0.13, 1.24, 0.37)  -0.22
C (-0.95, 1.25, 1.29)  -0.19
H (-0.87, 2.31, 3.20)  0.10
H (-0.32, 0.62, 3.29)  0.09
H (1.82, 1.18, 2.71)  0.10
H (1.36, 2.89, 2.88)  0.10
H (2.09, 1.75, 0.39)  0.10
H (1.01, 3.12, 0.50)  0.13
H (-1.45, 0.28, 1.26)  0.11
H (-1.66, 2.03, 0.98)  0.12

Calculated values
maximum force	0.03474	hartree/bohr
DFT total energy	-702.70227	a.u.
relative energy (zero: lowest compared OMol25 entry of this formula, charge and spin)	56.75	kJ/mol
frontier orbital gap	5.6	eV
HOMO	-2.827	eV
net charge	-1



Below is C10H22N2O3PS2Y as an isolated structure, with properties calculated with ωB97M-V/def2-TZVPD.

Last column: Löwdin charge in e.
Positions of all 41 atoms, in Å:
Y (-0.27, 0.06, -0.03)  1.33
C (2.90, 0.67, 1.64)  -0.08
O (2.04, 0.07, 0.65)  -0.40
C (2.65, -0.37, -0.51)  -1.33
S (4.26, -0.38, -0.72)  0.78
S (1.48, -0.85, -1.68)  0.58
H (2.27, 0.86, 2.50)  0.10
H (3.31, 1.60, 1.24)  0.10
H (3.72, 0.00, 1.90)  0.08
C (0.57, 4.63, -1.10)  0.00
C (0.28, 3.27, -0.88)  -0.14
N (0.00, 2.16, -0.72)  0.08
H (1.01, 4.77, -2.09)  0.12
H (1.27, 5.01, -0.35)  0.12
H (-0.36, 5.19, -1.03)  0.12
C (-3.29, -0.38, 1.51)  -0.16
P (-2.17, 0.50, 2.66)  0.64
C (-1.93, -0.58, 4.10)  -0.13
C (-3.01, 2.04, 3.09)  -0.14
O (-0.84, 0.77, 1.95)  -0.48
H (-4.29, -0.47, 1.94)  0.08
H (-2.91, -1.39, 1.33)  0.04
H (-3.36, 0.19, 0.58)  0.06
H (-2.89, -0.92, 4.48)  0.07
H (-1.41, -0.04, 4.89)  0.07
H (-1.32, -1.43, 3.80)  0.06
H (-3.90, 1.80, 3.68)  0.07
H (-3.31, 2.55, 2.18)  0.07
H (-2.37, 2.69, 3.67)  0.07
C (-1.59, -2.74, -2.06)  -0.01
N (-1.19, -3.63, -0.98)  -0.14
C (-1.27, -5.04, -1.26)  0.00
C (-0.75, -3.17, 0.16)  -0.22
O (-0.66, -1.95, 0.48)  -0.22
H (-2.39, -3.22, -2.63)  0.11
H (-0.75, -2.55, -2.73)  0.09
H (-1.96, -1.78, -1.66)  0.08
H (-2.28, -5.31, -1.55)  0.11
H (-0.98, -5.62, -0.39)  0.11
H (-0.60, -5.29, -2.09)  0.12
H (-0.45, -3.93, 0.90)  0.17

Calculated values
maximum force	0.04493	hartree/bohr
DFT total energy	-1905.17556	a.u.
frontier orbital gap	7.1	eV
HOMO	-13.524	eV
net charge	+2



Below is one molecule with the formula C10H22Si, with properties calculated with ωB97M-V/def2-TZVPD.

Last column: Löwdin charge in e.
Positions of all 33 atoms, in Å:
C (-4.12, -0.60, -0.47)  -0.15
C (-2.79, -0.09, 0.01)  -0.29
C (-1.63, -0.21, -0.67)  -0.15
Si (0.21, 0.03, 0.15)  0.77
C (0.20, -0.24, 2.10)  -0.13
C (0.85, 1.75, -0.46)  -0.46
C (1.96, 2.49, 0.26)  -0.15
C (-0.40, 2.67, -0.44)  -0.12
C (1.29, -1.34, -0.70)  -0.45
C (0.81, -2.79, -0.60)  -0.14
C (2.66, -1.43, -0.02)  -0.15
H (-4.36, -1.68, -0.12)  0.10
H (-4.16, -0.60, -1.62)  0.09
H (-4.96, 0.13, -0.24)  0.08
H (-2.79, 0.16, 1.13)  0.11
H (-1.83, -0.52, -1.71)  0.07
H (-0.14, -1.26, 2.21)  0.03
H (1.10, -0.02, 2.56)  -0.01
H (-0.55, 0.27, 2.62)  0.00
H (1.14, 1.57, -1.47)  0.08
H (2.09, 2.20, 1.35)  0.08
H (2.98, 2.26, -0.20)  0.08
H (1.86, 3.60, 0.26)  0.07
H (-1.17, 1.96, 0.04)  0.04
H (-0.64, 3.01, -1.39)  0.05
H (-0.36, 3.53, 0.21)  0.06
H (1.52, -1.07, -1.69)  0.08
H (-0.13, -2.80, -1.07)  0.04
H (1.44, -3.52, -1.05)  0.06
H (0.76, -3.19, 0.50)  0.11
H (2.94, -0.48, 0.36)  0.04
H (3.47, -1.73, -0.68)  0.08
H (2.74, -2.05, 0.84)  0.07

Calculated values
SMILES	C/C=C/[Si](C)(C(C)C)C(C)C
maximum force	0.07075	hartree/bohr
DFT total energy	-683.63466	a.u.
relative energy (zero: lowest compared OMol25 entry of this formula, charge and spin)	55.93	kJ/mol
frontier orbital gap	10.2	eV
HOMO	-9.252	eV
net charge	0



Below is C10H23Br2MoN2S as an isolated structure, with properties calculated with ωB97M-V/def2-TZVPD.

Last column: Löwdin charge in e.
Positions of all 39 atoms, in Å:
Mo (0.57, -0.13, 0.80)  0.76
Br (-0.51, -0.74, -1.50)  0.85
C (-1.24, -2.41, -0.80)  -0.79
Br (-0.76, -2.38, 1.10)  0.79
H (-0.74, -3.25, -1.27)  0.05
H (-2.32, -2.42, -0.91)  0.05
C (3.54, 2.02, 0.31)  0.02
C (2.60, 0.88, 0.72)  -0.57
C (2.56, 0.52, 2.20)  -0.05
C (2.45, -0.32, -0.11)  -0.15
H (3.33, 2.91, 0.90)  0.11
H (3.43, 2.24, -0.75)  0.11
H (4.56, 1.70, 0.50)  0.12
H (1.53, 1.43, 0.47)  0.05
H (3.38, -0.14, 2.48)  0.14
H (1.65, -0.16, 2.51)  0.07
H (2.50, 1.38, 2.85)  0.12
H (2.81, -1.27, 0.28)  0.12
H (2.54, -0.21, -1.19)  0.10
C (-1.76, -1.05, 5.11)  -0.05
C (-2.57, -0.03, 4.33)  -0.19
N (-1.69, 0.63, 3.33)  0.03
C (-2.01, 1.20, 2.18)  -0.64
S (-0.63, 1.79, 1.17)  0.78
N (-3.20, 1.44, 1.70)  0.06
C (-4.52, 1.51, 2.39)  -0.17
C (-5.45, 0.38, 1.97)  -0.05
H (-2.40, -1.52, 5.85)  0.11
H (-0.93, -0.58, 5.64)  0.09
H (-1.38, -1.84, 4.45)  0.07
H (-2.96, 0.74, 5.01)  0.14
H (-3.40, -0.49, 3.80)  0.11
H (-0.76, 0.81, 3.67)  0.13
H (-3.23, 1.79, 0.75)  0.15
H (-4.94, 2.47, 2.11)  0.14
H (-4.34, 1.54, 3.46)  0.11
H (-5.66, 0.42, 0.90)  0.09
H (-6.40, 0.50, 2.49)  0.10
H (-5.05, -0.60, 2.22)  0.07

Calculated values
maximum force	0.01296	hartree/bohr
DFT total energy	-6117.59371	a.u.
frontier orbital gap (spin up / spin down)	7.2 / 7.4	eV
HOMO (spin up / spin down)	-20.025 / -20.008	eV
net charge	+3



Below is C10H23CdN9O6 as an isolated structure, with properties calculated with ωB97M-V/def2-TZVPD.

Last column: Löwdin charge in e.
Positions of all 49 atoms, in Å:
O (-0.32, -0.50, -4.37)  -0.14
H (-0.02, -0.22, -5.25)  0.10
Cd (0.28, -0.06, -0.54)  1.38
N (0.55, 1.63, 1.07)  -0.24
N (1.64, 1.53, -1.30)  -0.27
N (-1.17, -1.12, 0.91)  -0.08
N (-0.36, -2.08, -1.39)  -0.06
O (-0.06, 1.67, 2.21)  -0.26
O (-1.50, -0.61, 2.15)  -0.06
O (0.07, -2.62, -2.60)  -0.05
O (2.02, 1.53, -2.51)  -0.25
C (2.09, 2.50, -0.46)  -0.33
C (1.46, 2.59, 0.81)  -0.32
C (-1.32, -2.43, 0.76)  -0.29
C (-0.84, -2.96, -0.52)  -0.27
C (1.76, 3.67, 1.79)  -0.04
H (2.00, 3.24, 2.77)  0.08
H (0.90, 4.34, 1.91)  0.09
H (2.61, 4.26, 1.46)  0.05
C (3.21, 3.35, -0.93)  -0.06
H (3.04, 3.68, -1.96)  0.07
H (4.15, 2.79, -0.91)  0.08
H (3.35, 4.23, -0.29)  0.06
C (-1.91, -3.32, 1.79)  -0.02
C (-0.98, -4.40, -0.86)  -0.01
H (-2.48, -2.73, 2.51)  0.08
H (-1.14, -3.88, 2.33)  0.10
H (-2.58, -4.06, 1.32)  0.09
H (-0.22, -4.73, -1.58)  0.09
H (-1.97, -4.57, -1.30)  0.11
H (-0.91, -5.02, 0.05)  0.08
H (-0.93, 0.24, 2.20)  0.04
H (-0.09, -1.91, -3.27)  0.07
C (-0.97, 0.60, -3.74)  -0.14
H (-0.23, 1.27, -3.29)  0.05
H (-1.64, 0.22, -2.96)  0.06
H (-1.55, 1.17, -4.48)  0.09
O (-2.05, 1.30, -0.46)  -0.12
H (-2.61, 0.67, 0.04)  0.04
H (-1.91, 1.99, 0.21)  0.05
N (3.09, -3.46, 2.98)  0.13
N (2.86, -2.33, 2.22)  -0.27
N (3.90, -1.72, 1.63)  0.13
C (3.26, -1.00, 0.68)  -0.19
N (1.95, -1.21, 0.66)  -0.04
N (1.68, -2.13, 1.64)  0.10
H (2.36, -3.51, 3.67)  0.10
H (4.01, -3.36, 3.40)  0.10
H (3.79, -0.34, 0.01)  0.12

Calculated values
maximum force	0.06828	hartree/bohr
DFT total energy	-1506.52097	a.u.
relative energy (zero: lowest compared OMol25 entry of this formula, charge and spin)	0.00	kJ/mol
frontier orbital gap (spin up / spin down)	4.8 / 4.8	eV
HOMO (spin up / spin down)	-5.454 / -5.483	eV
net charge	0